Entry 1:
The following is a DFT calculation (ωB97M-V/def2-TZVPD) of a structure of composition C15H14BrMgN5O3.

The geometry in ORCA input format:
```
! wB97M-V def2-TZVPD RIJCOSX def2/J DEFGRID3
* xyz 0 1
Mg -0.569 -0.873 0.643
N -0.322 -1.637 2.816
N -1.628 -2.019 3.168
C -2.496 -2.451 2.115
O -3.509 -3.010 2.493
O -2.105 -2.119 0.937
H 0.336 -2.419 2.881
H -0.023 -0.899 3.434
H -1.705 -2.646 3.948
O -0.416 -0.383 -1.319
C 0.499 -0.476 -2.217
C 0.223 -0.489 -3.634
C 1.199 -0.684 -4.580
C 2.546 -0.796 -4.148
C 2.870 -0.585 -2.825
C 1.878 -0.405 -1.838
C 2.304 -0.308 -0.446
N 1.530 -0.524 0.635
C 2.347 -0.472 1.726
C 3.608 -0.149 1.364
N 3.574 -0.021 -0.015
H -0.835 -0.415 -3.926
H 0.982 -0.769 -5.631
H 3.347 -1.044 -4.908
H 3.946 -0.581 -2.524
H 2.006 -0.599 2.734
H 4.479 0.123 1.938
H 4.349 0.261 -0.610
Br -4.560 4.699 0.551
C -3.277 3.240 0.657
C -1.910 3.469 0.820
C -1.097 2.391 0.919
N -1.544 1.121 0.833
C -2.821 0.928 0.570
C -3.734 1.949 0.481
H -1.555 4.487 0.976
H -0.028 2.520 1.159
H -3.107 -0.123 0.480
H -4.784 1.706 0.343
*
```

The calculation puts the highest occupied orbital energy at -7.392 eV. The energy above the lowest of the compared OMol25 structures with the same formula, charge and spin comes out at 0.0 kJ/mol. The value obtained for the HOMO-LUMO gap is 7.50 eV.

=====

Entry 2:
The following is a DFT calculation (ωB97M-V/def2-TZVPD) of an isolated molecule of C4H9N3O.

The geometry in ORCA input format:
```
! wB97M-V def2-TZVPD RIJCOSX def2/J DEFGRID3
* xyz 0 1
C -0.371 0.969 -1.191
C -0.194 2.353 0.956
C 0.859 -0.985 0.445
C 0.101 1.062 0.240
N -0.416 -2.786 -0.069
O 1.939 -1.659 0.032
N 1.028 0.295 0.785
N -0.355 -1.482 0.395
H 1.605 -2.557 -0.140
H -0.881 -3.356 0.641
H -1.039 -2.828 -0.882
H -0.273 1.944 -1.680
H 0.212 0.257 -1.777
H -0.444 3.167 0.272
H 0.678 2.697 1.522
H -1.018 2.213 1.658
H -1.430 0.697 -1.208
*
```

The calculation puts the highest occupied orbital energy at -8.748 eV. The energy above the lowest of the compared OMol25 structures with the same formula, charge and spin comes out at 225.4 kJ/mol. The value obtained for the HOMO-LUMO gap is 9.43 eV.

=====

Entry 3:
The following is a DFT calculation (ωB97M-V/def2-TZVPD) of the ion C5H11N2O with charge -1.

The geometry in ORCA input format:
```
! wB97M-V def2-TZVPD RIJCOSX def2/J DEFGRID3
* xyz -1 1
C 1.351 2.627 -0.311
O 2.266 3.133 -1.153
C 0.919 1.162 -0.651
C -0.253 0.702 0.238
C -0.674 -0.718 0.087
C -0.402 -1.632 1.030
N -0.747 -3.014 0.788
N -1.330 -1.028 -1.109
H 0.402 3.217 -0.350
H 1.676 2.548 0.755
H 1.767 0.485 -0.498
H 0.671 1.057 -1.706
H -1.096 1.386 0.074
H 0.017 0.867 1.286
H 0.160 -1.360 1.914
H -1.061 -3.475 1.635
H 0.050 -3.522 0.436
H -1.620 -2.007 -1.112
H -2.097 -0.427 -1.352
*
```

The calculation puts the highest occupied orbital energy at -2.083 eV. The energy above the lowest of the compared OMol25 structures with the same formula, charge and spin comes out at 32.6 kJ/mol. The value obtained for the HOMO-LUMO gap is 5.44 eV.

=====

Entry 4:
The following is a DFT calculation (ωB97M-V/def2-TZVPD) of a cluster of 2 separate species, C4H13NO in total.

The geometry in ORCA input format:
```
! wB97M-V def2-TZVPD RIJCOSX def2/J DEFGRID3
* xyz 0 1
C -1.965 -1.190 0.679
C -1.068 0.089 0.944
N 0.464 -0.013 0.506
C 1.246 1.042 1.012
C 2.587 1.131 0.150
H -2.174 -1.764 1.534
H -1.610 -1.947 -0.134
H -2.862 -0.828 0.398
H -1.465 0.965 0.490
H -0.891 0.283 2.109
H 0.388 -0.165 -0.456
H 0.637 2.073 0.856
H 1.507 0.973 2.015
H 3.276 1.974 0.508
H 3.183 0.177 0.257
H 2.574 1.227 -0.976
H -1.584 -1.531 -4.067
H -1.215 -0.896 -2.575
O -1.029 -1.601 -3.250
*
```

The calculation puts the highest occupied orbital energy at -8.653 eV. The energy above the lowest of the compared OMol25 structures with the same formula, charge and spin comes out at 210.9 kJ/mol. The value obtained for the HOMO-LUMO gap is 9.38 eV.

=====

Entry 5:
The following is a DFT calculation (ωB97M-V/def2-TZVPD) of a cluster of 2 separate species, C4HF3 in total.

The geometry in ORCA input format:
```
! wB97M-V def2-TZVPD RIJCOSX def2/J DEFGRID3
* xyz 0 1
C -0.968 2.681 -0.314
C -0.624 1.455 -0.170
C -0.428 0.209 -0.101
C 0.742 -0.677 -0.210
F 0.255 -1.854 0.041
F 1.313 -0.585 -1.412
F 1.758 -0.393 0.615
H -2.048 -0.835 1.550
*
```

The calculation puts the highest occupied orbital energy (spin up / spin down) at -9.426 / -9.428 eV. The energy above the lowest of the compared OMol25 structures with the same formula, charge and spin comes out at 500.0 kJ/mol. The value obtained for the HOMO-LUMO gap (spin up / spin down) is 6.07 / 6.08 eV.

=====

The following DFT total energy values (in eV) correspond, in order, to the records above: -104866.6767; -10810.1257; -10390.1996; -7894.4754; -12306.2487.
The following max |F| values (in hartree/bohr) correspond, in order, to the records above: 0.03733; 0.06171; 0.02549; 0.11416; 0.05088.